Density functional theory data (the ωB97M-V functional and the def2-TZVPD basis) for a structure of composition C25H15BrF7N2O4PSr at a distorted geometry.

Its HOMO energy is -8.976 eV. The total energy is -5017.420290 a.u. Its LUMO energy is 0.2 eV. The value obtained for the orbital gap is 9.17 eV.

Positions of all 56 atoms, in Å:
Sr -0.45 -0.27 -0.39
F 4.15 6.02 -0.13
C 3.84 4.73 -0.06
C 4.83 3.78 0.10
F 6.10 4.14 0.18
C 4.48 2.44 0.16
F 5.50 1.60 0.33
C 3.17 1.97 0.08
P 2.77 0.09 0.08
C 3.80 -0.32 1.55
C 4.60 -1.46 1.63
C 5.33 -1.72 2.78
C 5.26 -0.87 3.87
C 4.44 0.25 3.81
C 3.71 0.51 2.66
C 3.74 -0.23 -1.45
C 3.04 -0.06 -2.64
C 3.67 -0.24 -3.86
C 5.00 -0.61 -3.91
C 5.70 -0.81 -2.73
C 5.07 -0.62 -1.50
C 2.20 2.97 -0.07
Br 0.33 2.63 -0.17
C 2.53 4.32 -0.14
F 1.58 5.24 -0.28
H 4.64 -2.14 0.80
H 5.95 -2.61 2.83
H 5.84 -1.07 4.76
H 4.36 0.91 4.66
H 3.07 1.39 2.64
H 1.99 0.22 -2.62
H 3.11 -0.11 -4.78
H 5.50 -0.75 -4.86
H 6.74 -1.11 -2.75
H 5.63 -0.78 -0.59
F -4.57 1.34 -1.62
C -4.09 1.14 -0.40
F -4.36 2.24 0.33
F -4.74 0.11 0.15
C -2.56 0.87 -0.40
O -1.98 0.79 -1.50
O -2.04 0.73 0.73
C 2.67 -5.19 0.15
N 1.44 -4.44 -0.05
C 0.22 -5.05 -0.05
C -0.93 -4.36 -0.17
C -0.85 -2.93 -0.30
O -1.83 -2.16 -0.39
N 0.38 -2.36 -0.34
C 1.52 -3.06 -0.19
O 2.63 -2.53 -0.19
H 2.44 -6.25 0.17
H 3.13 -4.90 1.09
H 3.37 -4.98 -0.65
H 0.23 -6.13 0.04
H -1.90 -4.85 -0.16

These are the Mulliken partial charges, in e, on atoms 1 to 5: Sr 1.57; F -0.29; C 0.70; C 0.23; F -0.29



Density functional theory data (the ωB97M-V functional and the def2-TZVPD basis) for a structure of composition CH2BF3O2 at a distorted geometry.

Its HOMO energy is -10.920 eV. The total energy is -514.296848 a.u. Its LUMO energy is -0.2 eV. The value obtained for the orbital gap is 10.67 eV.

Positions of all 9 atoms, in Å:
B 1.01 0.01 -0.02
C 3.01 0.02 -0.04
O 0.31 -0.79 -0.85
O 0.61 0.77 0.91
F 3.38 -0.40 1.17
F 3.72 -0.66 -1.03
F 3.56 1.24 -0.15
H -0.69 -0.83 -1.04
H -0.33 1.14 0.80

These are the Mulliken partial charges, in e, on atoms 1 to 5: B 0.50; C 0.45; O -0.50; O -0.38; F -0.24



Density functional theory data (the ωB97M-V functional and the def2-TZVPD basis) for a cluster of 7 separate species, C53H53BrF5NO4 in total at a distorted geometry.

Its HOMO energy is -9.334 eV. The total energy is -5480.326717 a.u. The structure (SMILES) is COCCCCC[C@@](N=C=O)(OC(=O)Br)C(F)(F)c1cccc(C(F)(F)F)c1.c1ccccc1.c1ccccc1.c1ccccc1.c1ccccc1.c1ccccc1.c1ccccc1. Its LUMO energy is -0.2 eV. The value obtained for the orbital gap is 9.11 eV.

Positions of all 117 atoms, in Å:
C -2.49 4.06 5.55
O -3.61 4.48 4.75
C -4.17 3.38 3.99
C -4.38 3.71 2.46
C -3.27 3.13 1.49
C -3.18 1.52 1.52
C -3.90 0.86 0.28
C -3.32 -0.56 -0.18
N -3.38 -0.53 -1.68
C -3.20 -1.66 -2.18
O -3.02 -2.72 -2.62
O -2.02 -0.88 0.35
C -0.99 -0.21 -0.31
O -0.93 0.96 -0.54
Br 0.48 -1.36 -0.96
C -4.31 -1.67 0.44
F -3.68 -2.94 0.53
F -5.52 -1.75 -0.27
C -4.73 -1.34 1.94
C -6.12 -0.86 2.24
C -6.44 -0.57 3.68
C -5.38 -0.75 4.71
C -4.01 -1.19 4.38
C -2.97 -1.31 5.55
F -2.03 -2.27 5.21
F -3.58 -1.56 6.76
F -2.25 -0.11 5.71
C -3.67 -1.50 2.96
H -2.59 3.01 5.96
H -2.44 4.75 6.45
H -1.56 4.19 4.92
H -3.61 2.40 4.18
H -5.21 3.21 4.43
H -4.35 4.85 2.37
H -5.41 3.41 2.10
H -2.25 3.58 1.71
H -3.53 3.46 0.43
H -3.75 1.20 2.45
H -2.10 1.28 1.65
H -5.02 0.86 0.41
H -3.73 1.56 -0.60
H -6.88 -0.74 1.42
H -7.48 -0.22 3.94
H -5.62 -0.55 5.79
H -2.64 -1.84 2.66
C 3.35 -4.14 0.13
C 3.67 -3.21 -0.85
C 4.93 -2.62 -0.86
C 5.87 -2.95 0.11
C 5.54 -3.88 1.09
C 4.29 -4.47 1.11
H 2.37 -4.61 0.14
H 2.94 -2.95 -1.61
H 5.18 -1.90 -1.63
H 6.85 -2.49 0.10
H 6.27 -4.13 1.86
H 4.04 -5.20 1.87
C -9.06 2.10 5.70
C -10.10 1.98 6.62
C -9.83 1.85 7.97
C -8.51 1.83 8.41
C -7.47 1.94 7.50
C -7.74 2.08 6.14
H -9.28 2.22 4.65
H -11.13 2.00 6.27
H -10.64 1.76 8.69
H -8.29 1.73 9.47
H -6.44 1.92 7.84
H -6.93 2.17 5.43
C 6.39 -3.03 -6.89
C 5.35 -3.12 -5.97
C 5.62 -3.24 -4.61
C 6.94 -3.28 -4.17
C 7.98 -3.20 -5.09
C 7.70 -3.07 -6.45
H 6.17 -2.93 -7.94
H 4.32 -3.10 -6.32
H 4.81 -3.31 -3.90
H 7.15 -3.37 -3.11
H 9.01 -3.23 -4.74
H 8.52 -3.00 -7.16
C 11.20 -0.51 -8.42
C 11.51 -0.47 -9.78
C 11.87 -1.64 -10.44
C 11.93 -2.84 -9.76
C 11.63 -2.88 -8.40
C 11.26 -1.72 -7.73
H 10.91 0.39 -7.90
H 11.47 0.47 -10.31
H 12.11 -1.60 -11.50
H 12.21 -3.75 -10.28
H 11.68 -3.82 -7.86
H 11.03 -1.75 -6.67
C -10.63 4.65 13.63
C -10.32 4.71 12.27
C -9.94 3.56 11.59
C -9.87 2.35 12.26
C -10.16 2.29 13.62
C -10.55 3.43 14.30
H -10.94 5.54 14.16
H -10.38 5.66 11.75
H -9.71 3.61 10.53
H -9.57 1.45 11.73
H -10.10 1.34 14.14
H -10.78 3.38 15.36
C 8.83 0.30 -15.25
C 9.98 1.02 -15.55
C 11.03 1.07 -14.64
C 10.93 0.41 -13.43
C 9.77 -0.31 -13.12
C 8.73 -0.36 -14.03
H 8.02 0.26 -15.97
H 10.06 1.54 -16.50
H 11.93 1.63 -14.88
H 11.75 0.45 -12.72
H 9.69 -0.82 -12.17
H 7.83 -0.92 -13.80

These are the Mulliken partial charges, in e, on atoms 1 to 5: C -0.50; O -0.42; C 0.47; C -0.77; C -1.02



Density functional theory data (the ωB97M-V functional and the def2-TZVPD basis) for a cluster of 2 separate species, C4H8N2 in total at a distorted geometry.

Its HOMO energy is -7.623 eV. The total energy is -266.566658 a.u. Its LUMO energy is 0.8 eV. The value obtained for the orbital gap is 8.43 eV.

Positions of all 14 atoms, in Å:
C -1.14 -0.18 0.00
C 1.17 0.19 0.13
C -1.98 1.03 -0.25
C 2.00 -0.97 -0.16
N -1.38 -1.36 0.26
N 1.34 1.30 0.55
H -2.20 1.01 -1.28
H -2.98 0.97 0.38
H -1.29 1.96 -0.09
H 3.02 -0.95 0.49
H 2.15 -1.13 -1.31
H 1.43 -1.89 0.21
H -2.42 -1.48 0.47
H 2.29 1.49 0.60

These are the Mulliken partial charges, in e, on atoms 1 to 5: C 0.36; C 0.37; C -0.91; C -0.88; N -0.52